(1)
46
Properties=species:S:1:pos:R:3:forces:R:3:mulliken_charge:R:1 method="wB97M-V/def2-TZVPD" spin_multiplicity=8 charge=-2 homo_ev="-0.8167 / -3.0419" e_above_lowest_kcal_mol=10.0 e_lumo_ev="4.00 / 4.00" s_squared=15.760
Eu 1.3821 0.8974 0.6593 -0.924 0.295 0.486 1.006
O 4.0025 -0.4011 3.9583 0.405 -0.146 0.215 -0.742
C 3.3696 0.1633 3.0710 -0.247 0.108 -0.257 0.372
O 2.1185 0.1599 2.8665 0.315 -0.041 0.399 -0.657
C 4.1641 1.0115 2.0411 0.220 0.001 0.184 0.368
C 5.5144 0.8594 1.7315 -0.245 0.033 0.129 -0.439
C 6.0572 1.6733 0.7452 -0.066 -0.026 0.057 -0.268
C 5.2689 2.6190 0.1039 -0.290 0.144 0.041 -0.455
C 3.9272 2.7119 0.4677 0.124 0.171 -0.060 0.294
N 3.4278 1.9245 1.4163 0.589 0.147 0.053 -0.311
C 2.8644 3.6427 -0.1835 -0.039 -0.282 0.185 0.386
O 3.2545 4.6475 -0.7704 0.328 0.236 -0.149 -0.748
O 1.6805 3.2273 -0.0149 0.248 0.349 -0.141 -0.636
H 6.0965 0.1116 2.2488 0.011 -0.047 0.042 0.445
H 7.0985 1.5613 0.4664 0.030 -0.006 -0.005 0.389
H 5.6549 3.2664 -0.6703 -0.010 0.030 -0.026 0.440
Cl 2.4210 1.2431 -2.9404 0.088 0.025 -0.088 -0.229
C 0.6736 1.2318 -2.8186 -0.316 -0.083 0.191 0.798
C 0.1205 1.0548 -1.5624 -0.529 0.174 -0.720 -0.879
C -1.2500 1.0683 -1.5075 0.181 -0.081 -0.132 0.874
Cl -1.9990 0.8690 0.1043 -0.018 0.050 -0.041 -0.248
C -2.0847 1.2135 -2.6096 0.288 -0.016 -0.046 -0.674
Cl -3.8073 1.1867 -2.4844 -0.255 -0.016 0.091 -0.228
C -1.4828 1.3749 -3.8564 0.070 -0.026 0.206 0.686
Cl -2.4602 1.5533 -5.2621 -0.224 0.038 -0.288 -0.247
C -0.0900 1.3898 -3.9692 -0.118 -0.045 0.282 -0.452
Cl 0.6208 1.5948 -5.5266 0.217 0.034 -0.238 -0.236
C -5.1337 -0.8223 0.8829 -0.105 0.215 0.019 -0.842
C -5.9402 -2.0376 1.2061 0.180 -0.262 -0.127 0.674
O -7.1309 -2.0443 1.3904 -0.250 0.114 0.080 -0.592
S -5.0980 -3.6099 1.2865 0.418 -0.053 -0.062 -0.206
C -3.3822 -3.2061 0.9550 -0.820 -0.208 0.169 -0.288
C -2.9232 -3.1237 -0.3454 0.202 0.056 -0.443 -0.238
C -1.6159 -2.7435 -0.5960 -0.380 -0.132 -0.265 -0.364
C -0.7485 -2.4467 0.4517 0.925 0.325 -0.335 0.589
C -1.2108 -2.5777 1.7546 -0.246 -0.070 0.510 -0.577
C -2.5203 -2.9530 2.0039 0.311 0.100 0.370 -0.182
C 0.5744 -1.9518 0.1837 -0.735 -0.424 0.111 -0.594
C 1.6522 -1.4238 -0.0700 0.594 -0.747 -0.373 -0.620
H -4.2525 -0.7489 1.5133 0.067 0.015 0.059 0.267
H -5.7713 0.0492 1.0067 0.010 0.058 -0.014 0.333
H -4.7694 -0.8661 -0.1429 0.024 -0.015 -0.049 0.234
H -3.5989 -3.3307 -1.1644 -0.032 -0.003 -0.063 0.437
H -1.2570 -2.6384 -1.6104 -0.003 0.002 -0.037 0.463
H -0.5359 -2.3518 2.5693 0.012 0.004 0.028 0.484
H -2.8814 -3.0287 3.0213 -0.006 0.004 0.049 0.413

(2)
33
Properties=species:S:1:pos:R:3:forces:R:3:mulliken_charge:R:1 method="wB97M-V/def2-TZVPD" homo_ev=-8.7943 e_above_lowest_kcal_mol=0.0 e_lumo_ev=0.58
H -0.1949 2.6594 2.4046 0.044 0.110 -0.141 0.436
N 0.2679 1.6632 0.6266 1.184 1.585 -0.333 -0.026
B 0.9334 0.9225 -1.6590 -0.831 -0.630 1.288 -0.118
N 0.7565 2.0485 -0.6084 -0.838 0.402 0.969 0.283
C 0.7601 3.3937 -0.6668 0.171 -0.445 0.815 -0.136
Be -0.0617 0.0275 0.8569 0.103 0.435 0.563 -0.279
H 1.0086 3.8933 -1.5818 0.191 0.152 -0.108 0.471
C 0.4097 3.8879 0.5878 -0.070 -0.215 -0.189 -1.068
H 0.3213 4.9084 0.8943 0.073 0.276 -0.034 0.391
C 0.1314 2.7679 1.3801 -0.076 -0.706 -1.328 -0.018
H 1.3493 1.2815 -2.7244 -0.159 -0.122 0.130 -0.081
C -2.0610 -2.7703 3.0403 -0.300 0.355 -0.197 -0.828
H -2.4134 -2.8478 4.0720 -0.121 -0.146 -0.218 0.293
H -1.1014 -3.2724 2.9524 0.078 0.046 -0.023 0.236
H -2.7596 -3.1995 2.3198 -0.110 -0.201 0.265 0.262
N -0.5068 0.2812 -1.6620 -1.029 -0.364 0.246 0.190
N 1.7510 -0.2145 -0.9777 0.079 -1.152 0.650 0.267
N -1.1106 -0.1835 -0.4886 -0.651 -0.131 -1.793 0.030
N 1.3108 -0.6811 0.2551 2.069 -0.190 -0.925 0.007
C -1.3438 0.1260 -2.6948 0.028 -0.285 0.796 -0.086
C 2.7434 -1.0177 -1.4174 -0.265 0.225 0.791 -0.128
H -1.0114 0.4312 -3.6767 -0.237 -0.059 0.046 0.455
H 3.1438 -0.8845 -2.4157 0.088 0.028 0.304 0.450
C -2.5118 -0.4627 -2.2255 -0.072 -0.027 0.110 -1.021
C 3.0410 -1.9353 -0.4091 -0.170 0.114 -0.102 -1.044
C -2.3315 -0.6446 -0.8467 1.340 0.771 -0.558 -0.186
C 2.1336 -1.6740 0.6314 -0.460 0.637 -1.033 -0.039
H -3.3798 -0.7205 -2.8004 -0.100 -0.046 -0.056 0.393
H 3.7912 -2.7067 -0.4270 0.025 0.050 -0.037 0.382
H -3.0039 -1.0588 -0.1164 0.041 -0.023 0.105 0.526
H 2.0046 -2.1371 1.6027 -0.004 0.064 -0.236 0.459
H -1.9349 -1.7056 2.8057 -0.150 -0.708 0.132 0.009
Br -0.1310 -0.1755 2.9686 0.130 0.201 0.104 -0.482

(3)
7
Properties=species:S:1:pos:R:3:forces:R:3:mulliken_charge:R:1 method="wB97M-V/def2-TZVPD" homo_ev="-9.6191 / -9.2704" e_above_lowest_kcal_mol=43.7 e_lumo_ev="-2.81 / -2.22"
C 0.9204 0.8134 0.1767 -0.390 0.025 -2.890 -0.260
N -0.0685 -0.1325 -0.2286 -0.654 -0.426 0.585 0.794
O -0.2206 -0.3734 -1.4208 0.101 0.146 1.245 -0.501
O -0.7309 -0.6412 0.7227 1.213 0.900 -1.418 -0.531
Br 1.5858 2.0253 -1.0312 -0.089 -0.455 -0.113 0.033
I -2.5430 -2.8277 0.6467 -0.080 -0.124 -0.033 0.008
H 1.0568 1.1360 1.1345 -0.101 -0.065 2.623 0.457